[1]
Computed, not measured: a molecular structure, C22H56O10Sr, with wB97M-V/def2-TZVPD.

Cartesian coordinates (Å):
Sr -33.58 5.96 -8.28
C -34.83 6.27 -10.96
O -34.76 6.21 -12.22
O -34.52 7.34 -10.30
O -35.06 5.24 -10.20
C -33.97 2.53 -12.56
C -34.78 1.90 -11.43
C -34.37 0.45 -11.24
O -34.56 2.64 -10.23
H -34.22 2.09 -13.53
H -32.90 2.32 -12.43
H -34.07 3.61 -12.61
H -35.84 1.95 -11.68
H -33.30 0.33 -11.04
H -34.54 -0.13 -12.15
H -34.97 -0.02 -10.46
H -34.89 3.54 -10.37
C -29.87 6.77 -13.33
C -31.37 6.69 -13.51
C -31.90 5.99 -14.77
O -31.91 5.99 -12.38
H -29.54 5.72 -13.22
H -29.56 7.24 -12.40
H -29.39 7.17 -14.21
H -31.80 7.71 -13.47
H -31.69 4.93 -14.71
H -31.41 6.43 -15.65
H -32.96 6.20 -14.90
H -32.88 6.08 -12.39
C -37.48 5.48 -16.21
C -37.14 5.83 -14.75
C -38.42 6.01 -13.95
O -36.29 4.82 -14.24
H -37.89 6.35 -16.73
H -38.30 4.75 -16.26
H -36.62 5.09 -16.74
H -36.57 6.76 -14.86
H -39.12 6.62 -14.52
H -38.21 6.41 -12.96
H -38.91 5.04 -13.84
H -35.78 5.16 -13.48
C -38.82 9.12 -8.21
C -37.84 8.15 -8.88
C -38.20 7.90 -10.34
O -36.53 8.71 -8.80
H -38.44 9.45 -7.24
H -39.77 8.59 -8.22
H -38.90 10.03 -8.81
H -37.90 7.22 -8.30
H -37.68 7.02 -10.70
H -38.00 8.81 -10.92
H -39.27 7.72 -10.46
H -36.01 8.19 -9.46
C -33.82 10.48 -14.69
C -34.24 9.56 -13.57
C -35.39 10.08 -12.74
O -34.48 8.26 -14.08
H -34.59 10.92 -15.33
H -33.04 10.05 -15.32
H -33.41 11.40 -14.25
H -33.36 9.49 -12.91
H -36.29 10.13 -13.36
H -35.18 11.10 -12.39
H -35.57 9.45 -11.87
H -34.65 7.68 -13.31
C -32.03 10.56 -10.58
C -31.52 9.13 -10.44
C -30.03 9.08 -10.10
O -32.22 8.35 -9.50
H -31.79 11.17 -9.70
H -33.10 10.54 -10.79
H -31.59 11.08 -11.44
H -31.59 8.68 -11.44
H -29.43 9.55 -10.88
H -29.69 8.04 -10.03
H -29.79 9.55 -9.15
H -33.12 8.20 -9.88
C -38.38 3.52 -10.70
C -38.66 4.36 -9.44
C -39.70 3.76 -8.53
O -37.40 4.51 -8.78
H -37.60 4.01 -11.28
H -39.26 3.36 -11.32
H -37.95 2.56 -10.41
H -39.00 5.35 -9.73
H -39.33 2.86 -8.01
H -40.53 3.38 -9.12
H -40.05 4.43 -7.74
H -36.72 4.76 -9.41

Properties
Relative energy (zero: lowest compared OMol25 entry of this formula, charge and spin) = 21.7 kcal per mole

Mulliken population analysis, charges in e, atoms 1 to 6:
1 Sr 1.667
2 C 0.430
3 O 1.008
4 O -0.920
5 O -1.722
6 C -0.926

=====

[2]
Computed, not measured: 4 unconnected molecules or ions with the total composition C27H40F9NO11S, with wB97M-V/def2-TZVPD.

Cartesian coordinates (Å):
C -3.84 0.63 4.20
C -3.46 1.81 3.23
O -4.18 2.72 3.01
O -2.18 1.72 2.65
C -2.22 0.77 1.55
C -0.92 1.07 0.70
C -1.05 0.63 -0.80
C -0.60 -0.84 -1.11
C 0.81 -1.24 -0.54
C 1.23 -2.73 -0.83
C 1.10 -3.18 -2.34
C 0.37 -4.59 -2.42
C -0.97 -4.57 -3.26
S -1.95 -5.96 -2.40
C -0.98 -5.11 -4.73
C -2.48 -4.75 -5.07
O -3.44 -5.78 -5.21
C -2.76 -3.54 -4.11
C -3.96 -2.59 -4.34
O -4.43 -2.34 -5.45
O -4.46 -2.08 -3.28
N -1.91 -3.44 -3.14
H -4.54 1.06 4.94
H -4.26 -0.20 3.58
H -2.87 0.27 4.64
H -3.09 1.08 0.91
H -2.28 -0.29 1.89
H -0.85 2.19 0.70
H -0.01 0.71 1.22
H -0.54 1.31 -1.51
H -2.15 0.68 -1.04
H -0.58 -0.93 -2.23
H -1.34 -1.62 -0.77
H 1.62 -0.55 -0.86
H 0.73 -1.15 0.58
H 0.64 -3.38 -0.12
H 2.28 -2.83 -0.49
H 2.15 -3.36 -2.70
H 0.68 -2.40 -3.01
H 1.05 -5.33 -2.91
H 0.13 -5.01 -1.42
H -2.31 -5.35 -1.21
H -0.20 -4.75 -5.44
H -0.86 -6.23 -4.73
H -2.43 -4.32 -6.11
H -4.05 -5.49 -5.92
H -1.99 -2.71 -2.43
C -8.24 1.09 3.77
C -9.16 -0.09 3.55
O -8.57 -1.30 4.05
C -8.66 -1.50 5.37
O -9.19 -0.75 6.14
C -8.03 -2.84 5.75
F -6.84 -3.03 5.15
F -8.82 -3.87 5.38
F -7.83 -2.95 7.06
H -7.26 0.90 3.33
H -8.66 1.99 3.32
H -8.08 1.28 4.83
H -9.33 -0.24 2.48
H -10.14 0.08 4.00
C 7.78 1.78 -1.04
C 7.21 0.69 -0.16
O 5.85 0.39 -0.52
C 5.68 -0.40 -1.58
O 6.56 -0.87 -2.23
C 4.19 -0.66 -1.81
F 3.46 0.47 -1.73
F 3.68 -1.52 -0.89
F 3.94 -1.20 -3.01
H 7.14 2.67 -1.01
H 8.78 2.05 -0.71
H 7.83 1.46 -2.08
H 7.19 1.02 0.88
H 7.82 -0.22 -0.20
C 6.22 8.17 2.18
C 7.60 7.60 1.89
O 7.50 6.45 1.03
C 7.35 6.71 -0.28
O 7.29 7.80 -0.76
C 7.30 5.40 -1.07
F 6.49 4.49 -0.51
F 8.52 4.84 -1.17
F 6.87 5.58 -2.32
H 5.57 7.40 2.59
H 6.30 8.99 2.90
H 5.75 8.55 1.28
H 8.06 7.25 2.81
H 8.26 8.35 1.46

Mulliken population analysis, charges in e, atoms 1 to 6:
1 C -0.958
2 C 0.676
3 O -0.500
4 O -0.326
5 C -0.485
6 C -0.518

=====

Sequential HOMO energy output: -0.3322, -0.3170 hartree
Sequential M output: 568.30, 757.66 g mol⁻¹
Sequential frontier orbital gap output: 6.7, 7.7 eV